{"formula": "C2H3NS2", "method": "ωB97M-V/def2-TZVPD", "species": ["S", "C", "C", "N", "S", "H", "H", "H"], "coordinates": [[2.768, -0.277, -0.140], [1.162, -0.604, 0.013], [0.235, 0.736, -0.102], [-0.992, 0.720, -0.003], [-1.922, -0.588, -0.136], [0.794, -1.630, 0.479], [0.944, 1.663, 0.046], [-2.989, -0.020, -0.156]], "nbo_charge": [0.09, -0.39, 0.06, -0.57, 0.29, 0.24, 0.21, 0.08], "energy_ev": -25280.20152, "smiles": "S=C/C=N\\S", "homo_lumo_gap_ev": 7.932, "lumo_ev": -1.054, "relative_energy_ev": 2.3685, "fmax_ev_per_a": 5.258, "homo_ha": -0.330}

---

{"formula": "C31H37N4O2SV", "method": "ωB97M-V/def2-TZVPD", "species": ["V", "C", "N", "C", "C", "C", "C", "C", "C", "C", "N", "C", "C", "C", "C", "C", "C", "N", "C", "C", "H", "H", "H", "H", "H", "H", "H", "H", "H", "H", "H", "H", "H", "H", "H", "H", "H", "H", "H", "H", "C", "N", "C", "C", "O", "H", "H", "H", "H", "H", "H", "H", "O", "S", "C", "C", "C", "C", "C", "C", "C", "C", "C", "C", "C", "C", "H", "H", "H", "H", "H", "H", "H", "H", "H", "H"], "coordinates": [[0.918, -0.546, -0.112], [-0.758, -0.019, -2.009], [0.694, -0.289, -2.175], [1.324, 0.808, -2.935], [0.819, -1.609, -2.820], [0.565, -1.796, -4.165], [0.582, -3.075, -4.704], [0.827, -4.152, -3.866], [1.096, -3.966, -2.513], [1.123, -2.684, -1.958], [1.455, -2.292, -0.648], [2.510, -2.845, 0.109], [2.903, -4.178, 0.213], [4.044, -4.526, 0.934], [4.813, -3.563, 1.566], [4.425, -2.231, 1.490], [3.283, -1.887, 0.791], [2.896, -0.486, 0.572], [3.008, 0.329, 1.809], [3.776, 0.094, -0.475], [-1.284, -0.111, -2.959], [-0.898, 0.980, -1.618], [-1.176, -0.770, -1.317], [0.731, 1.090, -3.808], [2.313, 0.500, -3.263], [1.413, 1.686, -2.293], [0.358, -0.945, -4.807], [0.385, -3.228, -5.758], [0.802, -5.159, -4.264], [1.254, -4.834, -1.892], [2.317, -4.960, -0.244], [4.326, -5.570, 1.002], [5.710, -3.841, 2.106], [5.026, -1.468, 1.974], [4.049, 0.532, 2.067], [2.535, -0.197, 2.628], [2.499, 1.281, 1.655], [4.806, 0.181, -0.118], [3.415, 1.088, -0.749], [3.763, -0.555, -1.348], [-2.637, -0.630, 4.035], [-1.724, -1.144, 3.022], [-2.135, -2.338, 2.291], [-0.605, -0.507, 2.724], [0.203, -0.864, 1.862], [-3.575, -0.315, 3.575], [-2.188, 0.222, 4.544], [-2.850, -1.405, 4.772], [-3.062, -2.140, 1.748], [-2.309, -3.157, 2.989], [-1.355, -2.622, 1.595], [-0.428, 0.387, 3.335], [-0.093, 1.544, 0.454], [-0.811, 2.675, 1.145], [-2.468, 2.094, 1.480], [-2.897, 0.877, 0.980], [-4.219, 0.493, 1.186], [-5.083, 1.324, 1.887], [-4.626, 2.529, 2.413], [-3.312, 2.921, 2.213], [-1.170, 3.904, -0.095], [-2.020, 3.650, -1.166], [-2.198, 4.632, -2.124], [-1.550, 5.860, -1.999], [-0.712, 6.106, -0.922], [-0.512, 5.119, 0.035], [-2.205, 0.245, 0.440], [-4.575, -0.447, 0.785], [-6.118, 1.035, 2.022], [-5.300, 3.167, 2.972], [-2.947, 3.864, 2.612], [-2.550, 2.708, -1.245], [-2.847, 4.446, -2.971], [-1.706, 6.627, -2.747], [-0.209, 7.060, -0.829], [0.148, 5.291, 0.880]], "lowdin_charge": [0.78, -0.07, -0.27, -0.05, -0.20, -0.03, -0.08, -0.08, -0.01, -0.20, -0.06, -0.20, -0.01, -0.08, -0.08, -0.03, -0.20, -0.28, -0.06, -0.04, 0.11, 0.05, 0.10, 0.09, 0.10, 0.09, 0.11, 0.11, 0.11, 0.09, 0.09, 0.11, 0.10, 0.11, 0.09, 0.09, 0.08, 0.10, 0.09, 0.10, -0.02, -0.16, 0.00, -0.30, -0.09, 0.08, 0.10, 0.10, 0.09, 0.10, 0.09, 0.15, -0.56, 1.05, -0.39, -0.09, -0.08, -0.07, -0.06, -0.07, -0.38, -0.07, -0.05, -0.05, -0.06, -0.08, 0.09, 0.11, 0.12, 0.12, 0.12, 0.11, 0.11, 0.11, 0.11, 0.11], "multiplicity": 2, "energy_ev": -79319.70024, "homo_lumo_gap_ev": [6.340, 5.734], "total_charge": 1, "lumo_ev": [-2.320, -2.320], "relative_energy_ev": 0.8360, "fmax_ev_per_a": 2.113, "homo_ha": [-0.318, -0.296]}

---

{"formula": "C3H12NOS2", "method": "ωB97M-V/def2-TZVPD", "species": ["N", "C", "C", "C", "S", "S", "H", "H", "H", "H", "H", "H", "H", "H", "H", "H", "H", "H", "O"], "coordinates": [[0.501, -0.066, -1.592], [1.148, -0.083, -0.299], [2.488, 0.692, -0.416], [0.318, 0.424, 0.819], [-1.411, -0.134, 0.605], [-3.963, 2.028, -0.612], [-0.521, -0.172, -1.405], [-5.300, 1.802, -0.798], [0.761, -0.690, -2.372], [1.465, -1.115, -0.023], [2.214, 1.704, -0.699], [2.767, 0.300, -1.391], [3.171, 0.647, 0.416], [0.247, 1.544, 0.866], [0.662, 0.062, 1.820], [-3.824, 0.986, 0.182], [-0.630, -1.899, 1.616], [-0.185, -3.432, 1.852], [0.092, -2.597, 1.432]], "nbo_charge": [-0.63, -0.11, -0.61, -0.61, 0.42, -0.24, 0.39, 0.18, 0.43, 0.29, 0.22, 0.23, 0.25, 0.34, 0.29, 0.11, 0.45, 0.51, -0.93], "energy_ev": -28501.88663, "homo_lumo_gap_ev": 3.673, "total_charge": 1, "lumo_ev": -9.288, "relative_energy_ev": 6.0700, "fmax_ev_per_a": 2.833, "homo_ha": -0.476}

---

{"formula": "C13H16BeBr3CoF9N2O12", "method": "ωB97M-V/def2-TZVPD", "species": ["Co", "Be", "N", "O", "O", "O", "N", "O", "O", "O", "C", "Br", "Br", "Br", "H", "C", "C", "O", "C", "O", "C", "F", "F", "F", "H", "H", "H", "H", "H", "C", "C", "O", "C", "O", "C", "F", "F", "F", "H", "H", "H", "H", "H", "C", "C", "O", "C", "O", "C", "F", "F", "F", "H", "H", "H", "H", "H"], "coordinates": [[-0.025, 1.176, -4.559], [3.748, -0.520, -3.077], [0.661, 0.569, -1.454], [0.183, 0.476, -0.382], [-0.033, 0.839, -2.461], [1.865, 0.344, -1.623], [1.371, -1.850, -4.807], [1.177, -0.647, -4.474], [2.325, -2.328, -4.345], [0.636, -2.377, -5.622], [0.975, 1.706, 3.106], [1.718, 0.913, 4.662], [2.331, 2.623, 2.078], [-0.446, 2.971, 3.613], [0.606, 0.845, 2.549], [-2.590, -1.975, -2.038], [-2.527, -1.467, -0.630], [-1.857, -2.455, 0.195], [-2.519, -3.086, 1.273], [-3.743, -3.006, 1.441], [-1.571, -3.863, 2.240], [-2.108, -4.965, 2.748], [-0.441, -4.057, 1.684], [-1.249, -3.016, 3.286], [-1.667, -1.756, -2.576], [-3.361, -1.473, -2.624], [-2.654, -3.057, -2.154], [-3.495, -1.304, -0.156], [-1.908, -0.572, -0.678], [0.357, 4.169, -0.636], [0.269, 5.163, 0.554], [-0.989, 5.100, 1.202], [-2.064, 5.677, 0.679], [-2.113, 6.226, -0.442], [-3.291, 5.371, 1.486], [-4.048, 6.450, 1.596], [-3.978, 4.417, 0.885], [-3.044, 5.129, 2.808], [1.289, 4.133, -1.200], [-0.495, 4.264, -1.309], [0.196, 3.149, -0.288], [0.402, 6.193, 0.221], [1.126, 5.066, 1.220], [2.534, -1.867, 2.687], [2.373, -1.657, 1.143], [2.028, -2.924, 0.606], [2.210, -3.154, -0.732], [2.850, -2.437, -1.493], [1.647, -4.553, -1.165], [2.673, -5.116, -1.833], [1.339, -5.379, -0.153], [0.614, -4.395, -1.971], [3.054, -1.002, 3.098], [3.192, -2.681, 2.993], [1.581, -1.792, 3.211], [3.284, -1.337, 0.637], [1.604, -0.902, 0.980]], "nbo_charge": [1.74, 1.63, 0.76, -0.29, -0.65, -0.56, 0.73, -0.75, -0.38, -0.29, -0.56, 0.48, 0.20, 0.60, 0.25, -0.63, -0.08, -0.54, 0.68, -0.49, 0.92, -0.26, -0.29, -0.34, 0.16, 0.23, 0.25, 0.23, 0.17, -0.65, -0.09, -0.49, 0.68, -0.51, 0.90, -0.28, -0.28, -0.32, 0.22, 0.23, 0.18, 0.23, 0.20, -0.63, -0.08, -0.44, 0.76, -0.68, 0.92, -0.29, -0.27, -0.29, 0.20, 0.26, 0.23, 0.18, 0.19], "multiplicity": 5, "energy_ev": -313855.49084, "homo_lumo_gap_ev": [2.407, 2.400], "total_charge": 3, "lumo_ev": [-14.809, -14.815], "fmax_ev_per_a": 7.379, "homo_ha": [-0.633, -0.633]}